This record from the OMol25 dataset describes a molecular structure, C12H17AsN4OS2SeZn. The level of theory is ωB97M-V/def2-TZVPD.

Structure (XYZ):
```
39
C12H17AsN4OS2SeZn, DFT ωB97M-V/def2-TZVPD
Zn 0.01438 -0.52989 0.18776
S 0.97482 -2.17947 1.44532
C 0.03121 -1.82120 2.87875
C 0.32845 -2.65420 4.00503
N 0.57415 -3.34564 4.89084
C -0.92532 -0.86346 2.99333
S -1.43251 0.26727 1.75371
C -1.62683 -0.72278 4.23456
N -2.18703 -0.60367 5.23219
C 3.85787 0.20582 1.14415
As 3.00420 0.25655 -0.56608
C 3.94395 1.48218 -1.70001
C 3.15361 -1.48061 -1.36538
O 1.42791 0.77665 -0.41941
H 4.88992 -0.12882 1.04596
H 3.29398 -0.48730 1.76783
H 3.82458 1.20284 1.57975
H 4.99040 1.19233 -1.78320
H 3.86883 2.48094 -1.27452
H 3.47733 1.46980 -2.68329
H 4.18565 -1.64840 -1.67068
H 2.49936 -1.51726 -2.23559
H 2.84924 -2.23527 -0.64266
C -1.14364 2.25522 -2.13449
N -2.27208 1.53208 -1.56753
C -3.37409 2.09612 -0.96345
C -4.13798 1.07897 -0.50934
N -3.49364 -0.08981 -0.84010
C -3.92148 -1.42777 -0.46760
C -2.34776 0.19411 -1.47938
Se -1.06745 -1.04457 -2.04156
H -1.41653 3.30492 -2.20269
H -0.92885 1.86364 -3.12615
H -0.26423 2.12644 -1.50315
H -3.50749 3.16012 -0.90155
H -5.06301 1.08203 0.03660
H -4.94100 -1.36477 -0.09762
H -3.26345 -1.80352 0.31544
H -3.87545 -2.07959 -1.33581
```

Properties
lowest unoccupied orbital energy: 0.035 eV
maximum force: 0.22 eV/A
charge: 0
E_HOMO: -7.24 eV
relative energy (zero: lowest compared OMol25 entry of this formula, charge and spin): 0.0 kcal per mole

This record from the OMol25 dataset describes a molecular structure, C14H12BIrN5O2S2. The level of theory is ωB97M-V/def2-TZVPD.

Structure (XYZ):
```
37
C14H12BIrN5O2S2, DFT ωB97M-V/def2-TZVPD
Ir 0.49949 -0.38783 0.63941
O 3.80540 0.34097 -1.58772
C 2.60419 0.32936 -1.39194
O 2.09491 0.51109 -0.20738
C 1.66317 0.25255 -2.58291
C 2.28572 0.40869 -3.82604
C 1.58123 0.42217 -5.01112
C 0.19967 0.26309 -4.97078
C -0.43518 0.08989 -3.76132
C 0.27330 0.08515 -2.54661
S -0.79287 -0.18316 -1.17602
H 3.36067 0.52432 -3.81325
H 2.09627 0.55096 -5.95438
H -0.38228 0.26178 -5.88480
H -1.50914 -0.05498 -3.73320
B -1.74603 0.63256 3.24495
N -1.76098 -0.80699 2.64392
C -2.61200 -1.74229 3.08102
C -2.50848 -2.85950 2.27415
C -1.53703 -2.52135 1.33875
N -1.08854 -1.28802 1.58570
N -0.76532 1.61968 2.52449
C -0.62761 2.87583 2.96152
C 0.34608 3.51501 2.21729
C 0.77613 2.55088 1.31455
N 0.09229 1.41895 1.50505
H -2.86147 1.08940 3.13160
H -1.41749 0.55503 4.40794
H -3.25835 -1.52768 3.91520
H -3.05803 -3.78066 2.34855
H -1.12590 -3.08498 0.52032
H -1.22434 3.21974 3.78951
H 0.70265 4.52376 2.32482
H 1.51995 2.58504 0.53831
S 2.06633 -4.84469 -0.14051
C 1.56179 -3.31692 0.05426
N 1.18179 -2.22684 0.22667
```

Properties
lowest unoccupied orbital energy: 2.196 eV
maximum force: 0.60 eV/A
charge: -1
E_HOMO: -4.68 eV

This record from the OMol25 dataset describes C3H6INOS in the gas phase at a distorted geometry. The level of theory is ωB97M-V/def2-TZVPD.

Structure (XYZ):
```
13
C3H6INOS, DFT ωB97M-V/def2-TZVPD
N -1.77649 1.55298 0.80800
S -0.36703 1.00617 0.81464
O 0.22187 0.37719 1.97038
I 1.31367 2.71057 0.10506
C -0.41204 -0.17949 -0.52748
C 0.90663 -0.58499 -1.07751
C 0.16271 -1.48569 -0.16295
H -2.05908 1.99061 1.60147
H -1.44228 -0.20831 -1.03461
H 1.93296 -0.24830 -0.78769
H 1.02261 -0.81548 -2.16697
H 0.02803 -2.46613 -0.43735
H 0.46846 -1.64913 0.89501
```

Properties
lowest unoccupied orbital energy: -0.852 eV
maximum force: 3.76 eV/A
charge: 0
E_HOMO: -9.59 eV
relative energy (zero: lowest compared OMol25 entry of this formula, charge and spin): 77.0 kcal per mole

This record from the OMol25 dataset describes a molecular structure, C3H9N2Si at a distorted geometry. The level of theory is ωB97M-V/def2-TZVPD.

Structure (XYZ):
```
15
C3H9N2Si, DFT ωB97M-V/def2-TZVPD
C -0.53840 -1.42762 -0.04156
C -0.21800 1.07118 -0.13256
C -1.65176 0.61322 0.17528
N 0.66545 0.03985 0.29503
N -1.64723 -0.83312 -0.02356
Si 2.38323 -0.17924 0.00612
H -0.22200 -2.44519 -0.10440
H -0.11854 1.28509 -1.20573
H 0.01790 1.98073 0.42420
H -1.93106 0.79447 1.21627
H -2.38692 1.08292 -0.48002
H -2.55292 -1.30722 -0.05889
H 2.74261 0.14751 -1.37248
H 2.53497 -1.59036 0.32760
H 2.92265 0.76778 0.97467
```

Properties
lowest unoccupied orbital energy: -4.726 eV
maximum force: 6.03 eV/A
charge: +1
E_HOMO: -13.84 eV
relative energy (zero: lowest compared OMol25 entry of this formula, charge and spin): 73.0 kcal per mole

This record from the OMol25 dataset describes 5 unconnected molecules or ions with the total composition C27H29IN5O8. The level of theory is ωB97M-V/def2-TZVPD.

Structure (XYZ):
```
70
C27H29IN5O8, DFT ωB97M-V/def2-TZVPD
C -1.55089 -5.40510 -3.01574
C -0.46362 -4.36545 -3.35095
C -0.05313 -3.56533 -2.10930
N 1.30078 -3.99801 -1.61604
I -0.06300 -1.44764 -2.45053
H -2.51716 -4.96178 -3.23389
H -1.43362 -6.25262 -3.67970
H -1.52284 -5.71453 -1.97500
H 0.39857 -4.84023 -3.81774
H -0.86194 -3.67554 -4.08307
H -0.76289 -3.75585 -1.31572
H 1.46927 -3.64267 -0.67163
H 2.01795 -3.55955 -2.20319
H 1.42983 -5.01256 -1.66004
C -0.46456 3.17490 -3.78459
C -0.15019 2.34004 -2.72078
C 0.24915 2.87139 -1.50797
C 0.32006 4.24529 -1.37551
C 0.01348 5.09714 -2.42077
C -0.37883 4.55241 -3.63391
N 0.71843 4.80544 -0.07864
O 1.01043 4.01567 0.80320
O 0.72662 6.01337 0.04304
H -0.78080 2.75398 -4.72974
H -0.22185 1.26459 -2.82684
H 0.49266 2.22466 -0.67824
H 0.07766 6.16791 -2.29753
H -0.62253 5.20405 -4.46077
C -1.69981 5.08722 3.26554
C -0.85157 3.98740 3.25018
C -1.32044 2.74536 3.64495
C -2.63824 2.62255 4.04544
C -3.49525 3.70794 4.07709
C -3.01731 4.94810 3.68395
N -3.14287 1.29757 4.43418
O -2.35985 0.36389 4.40404
O -4.31218 1.20746 4.75101
H -1.33269 6.05529 2.94953
H 0.17097 4.09656 2.92958
H -0.66641 1.88666 3.63374
H -4.51949 3.59297 4.39837
H -3.67530 5.80572 3.69995
C -3.42315 -10.14856 0.70461
C -2.05993 -9.90745 0.59078
C -1.53432 -9.44450 -0.60389
C -2.39048 -9.22674 -1.67008
C -3.75016 -9.46773 -1.57695
C -4.26519 -9.93231 -0.37807
N -1.84510 -8.71941 -2.93435
O -0.64090 -8.52455 -3.00162
O -2.61993 -8.50617 -3.84464
H -3.83022 -10.50789 1.64008
H -1.40597 -10.08196 1.43365
H -0.47468 -9.26180 -0.69960
H -4.40073 -9.29830 -2.42177
H -5.32480 -10.12533 -0.28846
C 3.33555 6.14686 1.83110
C 4.23006 5.11747 1.56962
C 5.59166 5.37080 1.52644
C 6.03788 6.65992 1.75146
C 5.16325 7.70017 2.00925
C 3.80316 7.43683 2.04725
N 7.48344 6.92847 1.72458
O 8.22450 5.99609 1.47382
O 7.85019 8.06421 1.95380
H 2.27924 5.94318 1.87068
H 3.86397 4.11348 1.40153
H 6.29175 4.57449 1.32351
H 5.53247 8.70046 2.17862
H 3.10669 8.23932 2.24720
```

Properties
lowest unoccupied orbital energy: -3.817 eV
maximum force: 0.79 eV/A
charge: +1
E_HOMO: -11.27 eV

This record from the OMol25 dataset describes a molecular structure, C45H59BrN4O2PSiTa. The level of theory is ωB97M-V/def2-TZVPD.

Structure (XYZ):
```
114
C45H59BrN4O2PSiTa, DFT ωB97M-V/def2-TZVPD
Ta 1.62351 0.38363 -0.68622
C 1.75417 2.95057 -2.76231
C 0.51424 3.51927 -2.09748
C -0.59817 2.53199 -2.15066
C -1.77962 2.89660 -2.77145
C -2.84584 2.01920 -2.82003
C -2.68598 0.79280 -2.19739
C -1.48126 0.48304 -1.61419
N -0.40073 1.30842 -1.59377
N 2.61725 2.30220 -1.73510
C 3.86270 1.83275 -2.40942
C 4.64411 1.08387 -1.38039
C 6.02187 1.10458 -1.28532
C 6.63747 0.39515 -0.26409
C 5.84743 -0.30706 0.63862
C 4.48004 -0.28481 0.48364
N 3.87857 0.40561 -0.50684
C 3.06639 3.36898 -0.77935
C 2.60560 3.17278 0.61934
C 2.76307 4.21463 1.51712
C 2.57946 3.98563 2.86749
C 2.28558 2.68871 3.26767
C 2.09054 1.71897 2.31461
N 2.19192 1.94122 0.97874
H 1.48865 2.19285 -3.50026
H 2.33641 3.72432 -3.26751
H 0.70982 3.74844 -1.04682
H 0.21273 4.45716 -2.55722
H -1.85214 3.88409 -3.20531
H -3.77186 2.29140 -3.30913
H -3.48358 0.06462 -2.15843
H -1.39152 -0.46604 -1.12390
H 3.59633 1.19895 -3.25044
H 4.41935 2.68518 -2.80461
H 6.60143 1.67207 -2.00184
H 7.71553 0.39651 -0.16754
H 6.28387 -0.86730 1.45342
H 3.84053 -0.83359 1.16277
H 4.15700 3.37044 -0.74631
H 2.77728 4.34834 -1.15805
H 3.06443 5.18731 1.15014
H 2.69770 4.78362 3.58869
H 2.19831 2.42435 4.31187
H 1.86123 0.71627 2.62923
O 0.44163 -1.23397 -1.44748
C 1.52157 -1.89429 -1.53122
O 2.38376 -1.53230 -0.64168
C 1.91311 -2.48450 -2.80086
P 2.06877 -0.76660 -3.60961
C 3.41955 -1.03358 -4.76961
C 4.75022 -0.87235 -4.37551
C 5.77519 -1.22496 -5.23696
C 5.47912 -1.74272 -6.49217
C 4.15802 -1.91221 -6.88636
C 3.12563 -1.55984 -6.03273
C 0.57229 -0.49090 -4.57625
C 0.62527 0.57175 -5.48673
C -0.45038 0.82825 -6.32051
C -1.58220 0.02324 -6.25834
C -1.64025 -1.02806 -5.35424
C -0.57001 -1.28560 -4.50874
H 1.15250 -3.08310 -3.29479
H 2.88674 -2.96461 -2.77805
H 5.00033 -0.50476 -3.38753
H 6.80591 -1.10292 -4.93279
H 6.28097 -2.02056 -7.16299
H 3.93086 -2.31875 -7.86244
H 2.10043 -1.68837 -6.35446
H 1.52770 1.16605 -5.59244
H -0.39367 1.63285 -7.04143
H -2.40891 0.20216 -6.93294
H -2.51324 -1.66635 -5.32105
H -0.64282 -2.11206 -3.81442
C -1.55033 -0.23080 5.74108
C -2.53204 -1.41842 5.69797
C -3.58552 -1.28297 6.82963
C -1.72838 -2.70419 5.93379
Si -3.57262 -1.39209 4.13785
Br 0.04904 -0.16556 1.19215
C -3.91353 -2.98642 3.21061
C -2.62375 -3.75379 2.87377
C -4.72187 -2.83589 1.91636
C -4.76792 -3.79051 4.22949
C -4.51462 0.16660 3.68322
C -5.97349 -0.15993 4.10083
C -4.06885 1.43275 4.42589
C -4.45423 0.45857 2.17252
H -0.86506 -0.38935 6.57646
H -2.04547 0.72292 5.90120
H -0.94179 -0.15975 4.83329
H -3.05169 -1.20057 7.77976
H -4.22930 -2.16231 6.89909
H -4.21550 -0.39739 6.73802
H -1.28754 -2.64410 6.93128
H -0.90951 -2.81234 5.22139
H -2.33411 -3.60738 5.91034
H -1.97560 -3.18315 2.20196
H -2.90141 -4.67336 2.35317
H -2.05033 -4.04023 3.75001
H -4.15288 -2.32578 1.13753
H -5.66961 -2.31832 2.05388
H -4.95712 -3.83757 1.54987
H -4.22713 -4.04469 5.14019
H -5.06199 -4.72970 3.75428
H -5.69115 -3.27453 4.50641
H -6.08008 -0.26845 5.18190
H -6.37369 -1.05474 3.62284
H -6.60752 0.67754 3.79859
H -4.10094 1.33123 5.50894
H -4.75815 2.23826 4.16274
H -3.06594 1.74794 4.13390
H -4.98558 -0.27840 1.57711
H -3.42494 0.53184 1.80540
H -4.92974 1.42642 1.99764
```

Properties
lowest unoccupied orbital energy: -11.973 eV
maximum force: 0.76 eV/A
charge: +4
E_HOMO: -18.05 eV